Record 1
DFT (ωB97M-V/def2-TZVPD) results for 2 unconnected molecules or ions with the total composition H4S2.

The geometry in ORCA input format:
```
! wB97M-V def2-TZVPD RIJCOSX def2/J DEFGRID3
* xyz 0 1
S 0.2977 2.5693 1.1024
S 0.2754 -1.8857 -1.2348
H -0.6710 3.1886 1.8023
H 0.8957 -3.0079 -1.6442
H 0.0964 1.4078 1.7521
H -0.8941 -2.2721 -1.7778
*
```

Calculated values
Highest occupied orbital energy (eV): -9.735
Molar mass (Da): 68.17
Gap between HOMO and LUMO (eV): 10.579
SMILES string: S.S


Record 2
DFT (ωB97M-V/def2-TZVPD) results for a molecular structure, C21H32BCl2FeN7O3 at a distorted geometry.

The geometry in ORCA input format:
```
! wB97M-V def2-TZVPD RIJCOSX def2/J DEFGRID3
* xyz 1 6
Fe 1.0055 0.0022 -0.3777
Cl 4.4997 -2.9031 1.0403
Cl 4.6016 -3.4890 -1.8086
O 1.4388 0.4187 1.7832
O 3.3709 -0.1435 -0.5374
O 2.2180 -1.9513 -0.9708
N -1.9352 -1.0930 -0.3619
N -0.7043 -1.3379 0.1077
N -0.5857 1.6826 -0.3545
N 0.0357 0.0038 -2.4747
N 1.8347 0.5285 3.9795
N -1.2978 -0.1089 -2.5738
N -1.8516 1.3910 -0.6851
C -1.6396 -0.2925 -3.8643
C 2.6853 0.8069 5.1151
C 3.2877 -1.3767 -0.7290
C -4.2426 -2.0477 -0.1668
C 2.2033 0.7416 2.7153
C -2.6494 2.4371 -0.3965
C -1.8494 3.4368 0.1479
C -0.5553 2.9147 0.1529
C -2.7822 -2.0422 0.0851
C 0.4707 -3.0091 1.4944
C -0.4699 -0.2970 -4.6134
C -3.0353 -0.4510 -4.3336
C 3.5108 1.4118 2.4249
C 0.5646 -0.1137 -3.6932
C -0.7392 -2.4580 0.8381
C -4.1111 2.4368 -0.6458
C 2.0232 -0.0393 -3.9385
C 4.5711 -2.2136 -0.5932
C 0.5349 -0.0594 4.2359
C -2.0448 -2.9382 0.8523
C 0.7206 3.5267 0.6080
B -2.2161 0.0568 -1.3530
H 2.5325 0.3937 -3.0772
H 2.4215 -1.0386 -4.1118
H -4.4617 -2.1865 -1.2240
H 4.3011 1.1196 3.1094
H 2.2280 0.5601 -4.8231
H -3.6184 0.4413 -4.1114
H -4.7057 -2.8536 0.3960
H -2.4050 -3.8229 1.3333
H 0.1278 0.3375 5.1626
H 3.6194 0.2492 5.0548
H 1.5558 2.9168 0.2585
H -3.5132 -1.2954 -3.8400
H 2.1747 0.5034 6.0247
H 1.1596 -2.2035 1.7484
H 0.8206 4.5386 0.2203
H -4.5864 1.6069 -0.1272
H -0.3788 -0.4112 -5.6730
H 2.9136 1.8700 5.1866
H -4.5509 3.3671 -0.3010
H 0.7459 3.5790 1.6962
H -3.0453 -0.6181 -5.4065
H 3.7971 1.1637 1.4028
H 3.3735 2.4916 2.4901
H 0.9835 -3.6830 0.8105
H 0.6088 -1.1456 4.3116
H -2.1577 4.4054 0.4865
H 5.4734 -1.6036 -0.6669
H 0.1938 -3.5652 2.3861
H -0.1311 0.1876 3.4111
H -4.3161 2.3250 -1.7086
H -4.6841 -1.1019 0.1449
H -3.3440 0.0416 -1.6722
*
```

Calculated values
Highest occupied orbital energy (alpha / beta) (eV): -11.607 / -11.590
Molar mass (Da): 568.10
Gap between HOMO and LUMO (alpha / beta) (eV): 9.742 / 6.141
⟨S²⟩: 8.76


Record 3
DFT (ωB97M-V/def2-TZVPD) results for a gas-phase ion, C8H15N2OS (charge +1) at a distorted geometry.

The geometry in ORCA input format:
```
! wB97M-V def2-TZVPD RIJCOSX def2/J DEFGRID3
* xyz 1 1
S -3.1202 -0.4347 0.6818
O -2.5300 -1.5322 -0.0894
N 2.3242 -0.8686 0.2295
N 0.3510 -0.2599 -0.4332
C -0.7667 0.5160 -0.8316
C -4.3053 0.3974 -0.4501
C 3.6876 -0.8474 0.6881
C 1.6503 -2.0004 -0.1414
C 1.5187 0.1861 0.0546
C -1.8301 0.9095 0.5961
C 0.4152 -1.6214 -0.5510
C 1.8706 1.5917 0.3455
H 3.8773 -1.7243 1.3045
H 2.3032 1.6805 1.3413
H -0.4302 -2.1937 -0.8763
H -3.8423 0.5864 -1.4121
H -0.4829 1.4683 -1.2645
H 2.0965 -2.9710 -0.0934
H -1.4053 -0.0685 -1.4851
H -5.1536 -0.2671 -0.5778
H 2.6068 1.9619 -0.3689
H -1.1994 0.8682 1.4748
H 4.3732 -0.8644 -0.1612
H -4.6325 1.3216 0.0141
H 0.9923 2.2272 0.3001
H 3.8800 0.0479 1.2732
H -2.2487 1.8909 0.4325
*
```

Calculated values
Highest occupied orbital energy (eV): -12.393
Molar mass (Da): 187.29
Gap between HOMO and LUMO (eV): 9.859


Record 4
DFT (ωB97M-V/def2-TZVPD) results for a molecular structure, C2H2F3NO at a distorted geometry.

The geometry in ORCA input format:
```
! wB97M-V def2-TZVPD RIJCOSX def2/J DEFGRID3
* xyz 0 1
F 0.1797 -1.7249 -1.6186
F -1.6617 -0.2520 0.3489
F 0.1608 -1.4564 1.1644
O 0.8108 1.8292 -0.0194
N 0.4160 -0.5338 -0.9512
C 0.2420 1.0991 0.7220
C 0.0230 -0.3989 0.3658
H 0.0747 0.1145 -1.6302
H -0.2453 1.3231 1.6183
*
```

Calculated values
Highest occupied orbital energy (eV): -11.378
Molar mass (Da): 113.04
Gap between HOMO and LUMO (eV): 10.966


Record 5
DFT (ωB97M-V/def2-TZVPD) results for a single C7H6N4 molecule at a distorted geometry.

The geometry in ORCA input format:
```
! wB97M-V def2-TZVPD RIJCOSX def2/J DEFGRID3
* xyz 0 1
N -0.0754 1.3501 1.9609
N -0.8515 -0.4657 -0.9899
N 0.9887 -0.0419 0.5300
N -2.8229 0.7362 -0.5276
C 1.9613 -1.4323 -1.2771
C 1.0771 0.7662 1.6783
C 1.9902 -0.8895 0.0189
C -0.9606 0.9576 0.9382
C -0.2855 0.1099 0.0760
C -2.1000 -0.1237 -1.2720
C -2.2548 1.2802 0.5712
H 1.1675 -1.2905 -2.0175
H 2.8168 -1.1836 0.6577
H -2.7354 2.0822 1.1189
H 1.9624 0.8392 2.3037
H 2.7360 -2.0671 -1.6854
H -2.6141 -0.6275 -2.0840
*
```

Calculated values
Highest occupied orbital energy (eV): -9.207
Molar mass (Da): 146.15
Gap between HOMO and LUMO (eV): 9.546
SMILES string: C=Cn1cnc2cncnc21


Record 6
DFT (ωB97M-V/def2-TZVPD) results for a molecular structure, C33H45BeN4P2S at a distorted geometry.

The geometry in ORCA input format:
```
! wB97M-V def2-TZVPD RIJCOSX def2/J DEFGRID3
* xyz 1 1
S -1.2375 -2.0878 -1.2121
P 1.8777 -1.3770 -0.4126
P -1.6042 0.4691 1.1757
N -0.3545 0.8397 -1.9347
N -2.5865 0.0627 -2.1730
N 1.1001 1.0733 0.5615
N -3.8380 -1.6743 -1.6847
C -1.5008 0.8061 -2.6282
C -0.8030 1.6225 3.6538
C -2.5613 -1.2235 -1.6876
C 2.4363 -1.5195 2.3074
C 3.2441 -3.4173 -2.0722
C -1.2626 -1.9049 2.5007
C -2.3953 -1.0298 1.9763
C -3.4632 -0.8263 3.0461
C -0.6464 2.2880 -4.3194
C 0.1581 2.1616 4.4861
C 2.7806 -2.2280 0.9980
C 2.0386 -2.4952 -1.9117
C 4.1408 0.1591 -1.2679
C 3.0845 2.4133 -0.0131
C 1.4538 2.3226 4.0140
C 4.3022 -2.2535 0.8590
C -3.5532 2.3871 2.1508
C -1.6656 1.4973 -3.8344
C -3.9099 0.3851 -2.4523
C -0.4929 1.2729 2.3392
C 4.3159 2.4679 -0.6421
C 0.5287 2.3483 -3.5842
C 4.8413 1.3530 -1.2762
C 1.7791 1.9848 2.7214
C -2.4814 2.7879 -0.0263
C 2.3732 1.2126 0.0258
C -4.1864 -3.0257 -1.3470
C -3.0033 1.6935 0.9045
C -4.6673 -0.6857 -2.1417
C 1.8350 -1.6434 -3.1622
C 0.8158 1.4772 1.8362
C 0.6245 1.6033 -2.4282
C 2.9220 0.0820 -0.6150
Be 0.0468 0.0723 -0.2843
H 4.7218 -2.7597 1.7273
H 2.6550 3.2999 0.4332
H 3.3578 -4.0722 -1.2125
H -4.0107 -3.2175 -0.2857
H -0.7137 -1.3807 3.2821
H 2.2205 2.7056 4.6712
H -4.3958 3.0125 1.8534
H -1.5653 3.2003 0.3954
H -4.1924 1.3574 -2.7999
H 2.3826 -3.2525 1.0190
H 3.0743 -4.0488 -2.9455
H 4.1637 -2.8646 -2.2445
H 2.6256 -0.9027 -3.2695
H -0.5808 -2.1659 1.6909
H -5.7270 -0.8183 -2.2092
H -3.8097 1.1225 0.4235
H 1.3590 2.9563 -3.8997
H -3.9071 1.7013 2.9121
H -0.0889 2.4259 5.5030
H 4.6408 -2.7751 -0.0294
H -2.2661 2.4296 -1.0277
H 1.1599 -3.1495 -1.7998
H 0.8767 -1.1320 -3.1153
H -5.2320 -3.2052 -1.5807
H 1.8395 -2.2737 -4.0496
H -3.2096 3.5931 -0.0996
H 2.8006 2.0891 2.3856
H -2.8657 -1.5472 1.1258
H 1.5345 1.6198 -1.8550
H -0.7661 2.8255 -5.2449
H 2.8822 -0.5266 2.3323
H 4.7009 -1.2402 0.8386
H 5.8020 1.4102 -1.7640
H -2.5819 1.3795 -4.3868
H -2.7927 3.0305 2.5854
H 1.3649 -1.4109 2.4432
H -3.5522 -3.7086 -1.9171
H -1.7992 1.4697 4.0377
H 2.8351 -2.0845 3.1474
H -1.6552 -2.8275 2.9224
H -3.0746 -0.2690 3.8937
H -4.3426 -0.3269 2.6470
H 4.8690 3.3946 -0.6438
H -3.7777 -1.8015 3.4162
H 4.5547 -0.7132 -1.7518
*
```

Calculated values
Highest occupied orbital energy (eV): -9.455
Molar mass (Da): 600.78
Gap between HOMO and LUMO (eV): 6.684


Record 7
DFT (ωB97M-V/def2-TZVPD) results for a single C19H22FN3OS molecule.

The geometry in ORCA input format:
```
! wB97M-V def2-TZVPD RIJCOSX def2/J DEFGRID3
* xyz 0 1
S -0.4288 1.9135 5.3693
F -2.0275 -1.2869 -1.1218
O -2.9067 -0.1570 3.4014
N 1.2576 -2.2416 -4.7218
N 0.6223 -1.5146 -2.0045
N -0.6242 -0.2616 3.3255
C -0.0368 -1.7089 -4.3432
C 1.8659 -2.8830 -3.5758
C 0.3481 2.9606 2.9692
C -1.1526 3.7529 1.2753
C -1.3537 -0.7762 1.0454
C 1.9511 -1.9865 -2.3280
C -0.3543 -0.5776 1.9910
C 0.9732 -0.6771 1.5897
C -1.6751 0.5747 5.3128
C 0.0215 -0.7948 -3.1133
C -1.8194 0.0108 3.9044
C -2.0276 2.9562 3.3652
C 0.3193 -1.1630 -0.7012
C -0.7367 2.6783 3.7862
C -2.2296 3.4850 2.1033
C 1.2981 -0.9590 0.2791
C -1.0075 -1.0674 -0.2545
C 2.1159 -1.2967 -5.4028
C 0.1365 3.5019 1.7147
H -1.3156 -0.1892 6.0033
H 2.4081 -0.4246 -4.8012
H -0.6865 -2.5586 -4.1146
H -1.3182 4.1600 0.2892
H 0.6203 0.1024 -3.3445
H 2.3329 -2.5845 -1.4995
H 2.8653 -3.2278 -3.8487
H -2.6405 0.9421 5.6596
H -0.9836 -0.4706 -2.8577
H 1.5995 -0.9399 -6.2932
H 1.2516 -3.7546 -3.3299
H -0.4600 -1.1649 -5.1894
H 0.1984 -0.0688 3.8848
H 0.9805 3.7150 1.0758
H 1.7640 -0.5196 2.3092
H 1.3476 2.7509 3.3195
H -3.2358 3.6868 1.7687
H -2.3940 -0.7193 1.3178
H 3.0217 -1.8150 -5.7161
H 2.6462 -1.1509 -2.5124
H 2.3403 -1.0049 0.0072
H -2.8710 2.7539 4.0066
*
```

Calculated values
Highest occupied orbital energy (eV): -7.468
Molar mass (Da): 359.47
Gap between HOMO and LUMO (eV): 8.088
SMILES string: CN1CCN(c2ccc(NC(=O)CSc3ccccc3)cc2F)CC1


Record 8
DFT (ωB97M-V/def2-TZVPD) results for 14 unconnected molecules or ions with the total composition C19H66N6O14 at a distorted geometry.

The geometry in ORCA input format:
```
! wB97M-V def2-TZVPD RIJCOSX def2/J DEFGRID3
* xyz 0 1
O -2.9866 -3.8055 -1.9315
O 2.0964 -2.9335 2.0565
O 0.7894 0.5615 -0.2995
O -3.7076 2.3275 -2.9335
O -3.3346 4.0675 3.4035
O 3.2314 1.6865 -0.6815
O -0.7726 -3.4735 1.2765
O 3.0304 -1.3505 -0.3795
O -1.9996 -3.5015 -4.5685
O 0.9764 -0.5965 -4.2165
O 0.4494 3.0555 0.6385
O -1.5846 -0.5245 5.5845
O -3.9186 2.2735 -0.0365
O 1.5994 0.8675 4.3255
N -0.9316 3.8525 3.5845
N 4.9874 2.4605 -2.0745
N -0.8186 1.5025 4.9195
N -1.9016 2.9415 1.7995
N 3.0004 3.1115 -2.4915
N -2.2666 0.4865 3.6305
C -0.8246 -2.8535 2.5225
C 2.6574 -4.2235 1.7385
C 1.6364 3.5815 1.2935
C -2.0346 3.5815 2.9645
C 3.2674 -2.1695 -1.5015
C -0.0996 -0.5285 -0.2395
C -3.5116 1.0275 -3.3215
C -1.9876 0.7175 -3.1865
C -0.7666 -3.1375 -4.1405
C 4.0784 -3.9875 1.3635
C 3.7294 2.2955 -1.8095
C 1.4994 0.6215 -3.7855
C -1.3186 -0.1235 0.5585
C -4.8616 1.3765 0.3275
C 1.6544 0.0685 3.2305
C -1.5626 0.4575 4.6805
C -2.6606 -2.5955 -1.4395
C 1.2054 4.9585 1.6855
C 1.9294 -2.9775 -1.7565
H 4.4114 -4.7825 0.6045
H 5.7154 1.8535 -1.6515
H 3.4724 -1.6325 -2.4375
H -4.0846 0.3985 -2.7165
H 1.5684 0.5425 2.2435
H -4.3806 0.4345 0.4265
H -0.7856 2.3785 4.3685
H -2.0696 -0.8475 0.6475
H 5.3124 2.9495 -2.9755
H 0.0254 -3.2555 -4.9115
H -0.9156 0.0915 1.5865
H -0.3956 1.4765 5.8365
H -1.8556 -3.4625 -5.5065
H -2.9206 -0.3075 3.4695
H 1.1014 0.8305 -2.7685
H 2.5684 -0.5305 3.1765
H 0.7274 1.1005 4.5415
H 2.0464 -3.5895 -2.6315
H 2.5054 -1.8035 0.2055
H 1.7864 2.8385 2.1085
H -3.6946 2.1155 -1.0165
H -1.1056 4.6455 4.2685
H -1.9066 -2.8775 2.8485
H -0.8156 -2.1915 -3.7005
H -1.7726 0.7335 -2.1075
H -1.8836 0.7275 0.1905
H 4.0804 -2.9185 -1.4535
H 0.3604 5.3905 1.1475
H -0.2926 -3.4855 3.2655
H -0.1216 4.1235 3.1085
H -3.1496 -1.8135 -2.1555
H 2.0344 5.5315 1.3395
H 2.0114 3.1025 -2.1655
H -1.2446 1.3385 -3.7205
H -2.7216 2.7015 1.2615
H 1.6274 -3.4255 -0.8555
H -3.7696 0.9975 -4.3645
H 1.5474 0.1725 -0.6625
H 2.5724 0.6325 -3.6105
H 3.1964 3.5085 -3.4185
H 1.4864 -1.1775 -4.6955
H 1.1624 -2.9975 1.9075
H 0.7154 2.1645 0.1915
H 2.0634 -4.6565 0.8355
H -2.7316 -3.7865 -2.8585
H 1.0534 -2.3595 -1.9505
H 2.6834 -5.0115 2.5445
H 1.3044 1.4835 -4.4365
H -2.8836 -2.4935 -0.4105
H -0.3766 -0.6975 -1.2885
H -0.5236 -3.8525 -3.3875
H -0.4466 -1.8865 2.5385
H -1.8646 -0.3035 -3.4455
H 1.1184 5.0805 2.7245
H -5.6176 1.3145 -0.3965
H 0.7184 -0.5195 3.4355
H 0.4344 -1.3865 0.1555
H -4.6616 2.3485 -2.8025
H -5.4676 1.5575 1.1825
H -2.1966 1.2455 2.9555
H -0.9236 2.9265 1.3505
H 4.1644 -3.0205 0.8845
H 4.7784 -3.9585 2.1705
H -1.5716 -2.4245 -1.4945
H -1.5986 -4.0045 1.1965
H 2.4324 3.6285 0.4905
*
```

Calculated values
Highest occupied orbital energy (eV): -8.533
Molar mass (Da): 602.76
Gap between HOMO and LUMO (eV): 8.427


| no. | DFT total energy (eV) |
| --- | --- |
| 1 | -21735.038 |
| 2 | -98976.513 |
| 3 | -24395.193 |
| 4 | -13792.702 |
| 5 | -13315.758 |
| 6 | -70724.973 |
| 7 | -40130.789 |
| 8 | -58371.189 |